# C44H37Br2N5O4SiTi

C44H37Br2N5O4SiTi as an isolated structure (ωB97M-V/def2-TZVPD, OMol25).

The geometry in XYZ format:
```
94
Properties=species:S:1:pos:R:3
Ti 0.557 0.438 0.313
O 3.171 -2.601 0.504
C 2.689 -1.538 0.854
N 2.307 -0.507 0.027
C 2.806 -0.425 -1.304
C 3.871 -1.163 -1.817
C 4.296 -0.953 -3.121
C 3.667 -0.013 -3.922
C 2.622 0.746 -3.418
C 2.193 0.550 -2.108
N 1.144 1.251 -1.468
C 0.561 2.342 -2.011
O 0.863 2.968 -3.017
C -0.636 2.773 -1.204
C -1.456 3.809 -1.606
C -2.586 4.084 -0.855
C -2.864 3.311 0.263
C -1.982 2.304 0.610
N -0.885 2.057 -0.106
C 2.472 -1.324 2.336
C 2.017 -2.387 3.105
C 1.850 -2.195 4.464
C 2.185 -0.965 5.008
C 2.666 0.022 4.161
N 2.796 -0.138 2.846
H 4.349 -1.908 -1.204
H 5.122 -1.536 -3.507
H 3.991 0.140 -4.943
H 2.143 1.492 -4.028
H -1.194 4.356 -2.501
H -3.257 4.883 -1.145
H -3.750 3.480 0.857
H -2.153 1.669 1.470
H 1.803 -3.334 2.628
H 1.471 -2.991 5.091
H 2.078 -0.768 6.067
H 2.951 0.993 4.554
C 3.326 2.949 -0.222
C 2.553 3.160 1.041
C 2.877 4.266 1.866
C 2.249 4.461 3.056
C 1.284 3.524 3.488
C 0.609 3.545 4.733
Br 0.923 4.959 5.957
C -0.266 2.558 5.079
C -0.511 1.495 4.192
Br -1.677 0.103 4.694
C 0.107 1.423 2.969
O -0.063 0.433 2.106
C 1.005 2.466 2.608
N 1.605 2.313 1.391
H 4.268 3.492 -0.171
H 2.775 3.313 -1.092
H 3.532 1.893 -0.374
H 3.644 4.952 1.534
H 2.497 5.306 3.684
H -0.770 2.583 6.035
C -3.029 -4.137 -0.094
C -1.973 -3.123 0.353
C -0.641 -3.854 0.578
C -2.379 -2.444 1.670
Si -1.681 -1.815 -0.971
O -0.610 -0.735 -0.328
C -3.156 -0.753 -1.439
C -2.898 0.248 -2.386
C -3.866 1.175 -2.737
C -5.122 1.120 -2.146
C -5.403 0.132 -1.214
C -4.428 -0.796 -0.867
C -0.906 -2.499 -2.519
C -1.654 -2.830 -3.649
C -1.034 -3.308 -4.797
C 0.346 -3.447 -4.831
C 1.108 -3.120 -3.717
C 0.484 -2.656 -2.569
H -3.151 -4.913 0.669
H -2.734 -4.630 -1.024
H -4.004 -3.672 -0.256
H -0.756 -4.592 1.379
H 0.149 -3.158 0.872
H -0.310 -4.380 -0.320
H -2.490 -3.196 2.459
H -3.330 -1.914 1.584
H -1.624 -1.725 1.995
H -1.920 0.293 -2.858
H -3.643 1.937 -3.474
H -5.883 1.841 -2.420
H -6.385 0.079 -0.760
H -4.672 -1.562 -0.143
H -2.731 -2.699 -3.640
H -1.626 -3.558 -5.668
H 0.830 -3.806 -5.731
H 2.186 -3.213 -3.741
H 1.089 -2.403 -1.706
```

Maximum force = 0.59 eV/A
E_tot = -8560.99520 Eh
Gap between HOMO and LUMO = 6.9 eV
Lowest unoccupied orbital energy = -0.810 eV
E_HOMO = -7.66 eV
2S+1 = 1